Entry 1:
{
  "formula": "C5H5BeO5",
  "method": "wB97M-V/def2-TZVPD",
  "symbols": ["O", "C", "O", "O", "C", "C", "O", "C", "C", "O", "Be", "H", "H", "H", "H", "H"],
  "xyz": [[2.6895, -0.3822, 0.6715], [2.1893, -1.3667, 0.0588], [2.6356, -2.1717, -0.7175], [0.3511, 2.1374, 2.1619], [-0.6463, 2.5508, 1.4826], [-1.1250, 2.0768, 0.3223], [-0.4008, 0.9659, -0.1881], [-1.1740, -0.1969, -0.5021], [-0.1915, -1.3214, -0.7598], [0.7369, -1.3081, 0.3262], [0.8359, 0.4131, 1.0073], [-1.9116, 2.4868, -0.3064], [-1.7920, -0.0128, -1.3914], [-1.8332, -0.4310, 0.3476], [0.3496, -1.1548, -1.7011], [-0.7134, -2.2852, -0.8118]],
  "e_tot_ev": -15903.1541,
  "largest_force_ha_per_bohr": 0.045,
  "multiplicity": 2,
  "e_homo_ev": [-8.779, -8.763],
  "de_lowest_ev": 0.067
}

---

Entry 2:
{
  "formula": "C5H5Br2NOS",
  "method": "wB97M-V/def2-TZVPD",
  "symbols": ["C", "C", "C", "C", "C", "N", "O", "S", "Br", "Br", "H", "H", "H", "H", "H"],
  "xyz": [[0.3305, 0.3379, 1.1737], [-1.1051, 0.1249, 1.0816], [0.9470, 0.0348, -0.0742], [2.4769, -0.0638, -0.1836], [-3.3280, -1.1289, -1.7319], [-1.4724, -0.2629, -0.1070], [1.0384, 0.6974, 2.2526], [-0.2693, -0.4231, -1.1623], [-2.2780, -1.7451, -3.0898], [-3.8455, 0.5494, -1.9792], [2.8193, -0.0655, -1.1710], [2.8639, 0.9267, 0.0123], [2.7671, -0.7674, 0.5144], [-1.7624, 0.1869, 1.9708], [0.8176, 1.5985, 2.4937]],
  "e_tot_ev": -159719.2209,
  "largest_force_ha_per_bohr": 0.078,
  "multiplicity": 1,
  "e_homo_ev": -8.450,
  "de_lowest_ev": 3.762
}

---

Entry 3:
{
  "formula": "C5H5BrF2N2",
  "method": "wB97M-V/def2-TZVPD",
  "symbols": ["C", "C", "C", "C", "C", "N", "N", "F", "F", "Br", "H", "H", "H", "H", "H"],
  "xyz": [[-1.4695, -1.5305, -0.8625], [-0.1222, -1.3750, -0.5940], [-1.3246, 0.2607, 0.3475], [-1.6068, 1.5647, 0.9659], [3.4249, -0.4847, -0.6111], [-2.1753, -0.5373, -0.2568], [-0.0830, -0.3263, 0.2815], [3.4451, 0.4750, -1.5198], [4.5219, -0.3504, 0.0756], [1.5468, 0.3287, 0.9409], [-2.1427, -2.2269, -1.3063], [0.8375, -1.8410, -0.6366], [-2.5118, 2.0278, 0.4271], [-1.5963, 1.7872, 2.0023], [-0.7441, 2.2280, 0.7463]],
  "e_tot_ev": -83719.3079,
  "largest_force_ha_per_bohr": 0.062,
  "multiplicity": 1,
  "e_homo_ev": -8.811,
  "de_lowest_ev": 1.156
}